3 unconnected molecules or ions with the total composition C28H69N8O7P3 in a non-equilibrium geometry, computed with ωB97M-V with the def2-TZVPD basis set.

Geometry (Å):
P: -2.0051 1.4840 -0.7323
P: -4.0400 8.2931 -2.1176
P: 0.5731 -5.5037 1.0404
O: -0.9506 0.3853 -1.0121
O: 7.5081 -5.9749 2.6003
O: 0.0946 -7.1971 1.0101
O: -0.7923 -4.6003 0.4461
O: -2.9856 7.1944 -2.3974
O: 1.0535 -5.0157 2.4920
O: 7.8471 -8.2941 4.3252
N: -5.2522 9.5562 -1.7959
N: 5.4429 -6.1646 4.1712
N: -3.2173 2.7471 -0.4105
N: -0.9820 2.7039 -1.3849
N: 5.9214 -9.1939 2.8656
N: -5.0792 7.6512 -3.3004
N: -3.0442 0.8421 -1.9151
N: -3.0170 9.5130 -2.7702
C: -0.3915 -3.3863 -0.2810
C: 4.8603 -3.1338 4.7909
C: 7.2707 -3.4560 2.0435
C: -2.9593 9.8059 -4.1945
C: 0.3224 -2.2649 0.6858
C: -1.6321 9.4715 -2.2696
C: -3.7004 -0.4141 -1.5677
C: 2.1585 -5.3281 -0.0787
C: -0.2494 -7.6854 2.3531
C: -5.7671 8.3072 -4.4011
C: 4.0708 -5.6411 3.9256
C: 5.5281 -7.1292 1.5974
C: -5.2384 10.9607 -2.1573
C: 4.7267 -6.0884 0.6227
C: 6.2394 -6.5850 2.9870
C: -3.7321 1.4980 -3.0158
C: 3.9866 -3.9872 3.6851
C: 4.9200 -8.6637 1.8194
C: -5.7353 6.3950 -2.9530
C: 1.0126 -8.5672 2.9884
C: 3.1514 -6.5696 0.3312
C: -3.2035 4.1515 -0.7720
C: 0.4029 2.6624 -0.8843
C: 6.7821 -8.0900 3.5010
C: -4.4436 2.3427 0.2668
C: -6.4785 9.1519 -1.1186
C: -0.9244 2.9967 -2.8092
C: 7.7480 -4.6410 3.1251
H: -4.2634 11.4286 -1.9933
H: 0.4226 -1.2724 0.0482
H: -4.6184 -0.2401 -0.9975
H: -0.6935 2.1099 -3.4032
H: -6.8275 9.9059 -0.4083
H: 5.3214 -9.2154 0.8522
H: -0.2656 -2.1143 1.6974
H: 0.2155 -3.6536 -1.2517
H: 5.4754 -6.8679 4.9567
H: -2.2285 4.6195 -0.6080
H: 1.9486 -7.9112 3.2424
H: 0.8970 3.6309 -1.0156
H: 4.8462 -3.7784 5.7849
H: 1.8505 -5.4176 -1.2252
H: 2.6544 -4.2744 0.0929
H: -4.2794 1.4274 0.8426
H: 0.6566 -9.2569 3.8923
H: 2.6869 -7.0850 1.2733
H: -5.9301 11.5489 -1.5417
H: -3.8967 10.2491 -4.5365
H: -2.7284 8.9190 -4.7885
H: -6.3964 7.6104 -4.9690
H: -4.3614 0.8013 -3.5837
H: 1.3480 -9.3284 2.1369
H: 4.7928 -4.9614 0.9312
H: 6.4949 -7.3873 0.9460
H: 3.2080 -7.3041 -0.5970
H: -3.5045 4.3001 -1.8123
H: 0.9994 1.9040 -1.4062
H: -3.0469 -1.0513 -0.9592
H: 5.9314 -2.8253 4.4382
H: 1.4323 -2.5610 0.9986
H: -5.0818 5.7578 -2.3445
H: 8.9368 -4.5122 3.1612
H: -5.2450 2.1548 -0.4554
H: 4.2926 -2.1224 5.0735
H: 5.2661 -9.5421 3.6211
H: 7.4223 -3.7777 0.9242
H: -6.6533 6.5690 -2.3828
H: -1.0355 8.7131 -2.7915
H: -1.1263 -8.4804 2.2026
H: -6.3143 8.2365 -0.5427
H: -6.4243 9.1109 -4.0736
H: 3.4271 -6.1704 3.1081
H: 5.2508 -6.1580 -0.4479
H: 3.4640 -5.7979 4.9444
H: -5.0652 8.6915 -5.1393
H: 0.4232 2.4367 0.1867
H: 2.8445 -3.7235 3.9140
H: -5.9875 5.8012 -3.8403
H: -0.1717 3.7634 -3.0331
H: -4.3894 2.3017 -2.6883
H: 4.1645 -3.6758 2.5726
H: -3.0302 1.8823 -3.7540
H: 6.2179 -3.0102 2.2876
H: -5.5395 11.1092 -3.1976
H: -7.2800 8.9639 -1.8407
H: -2.2066 10.5726 -4.4184
H: -4.7925 3.0968 0.9770
H: -1.8617 3.4400 -3.1512
H: -3.8951 4.7398 -0.1564
H: 8.0472 -2.5676 2.2267
H: -1.6118 9.2458 -1.1986
H: 3.7857 -8.7780 2.1039
H: -0.6718 -6.8787 3.0871
H: 7.3936 -4.4278 4.2181
H: -3.9525 -1.0079 -2.4550
H: -1.4033 -2.8846 -0.6683
H: -1.1379 10.4401 -2.4010

Calculated values
LUMO energy, eV: -1.3
HOMO, eV: -7.8777
SMILES: CCCN[C@@]1(OCC)C(=O)NC[C@H]1CCCP(=O)(OCC)OCC.CN(C)P(=O)(N(C)C)N(C)C.CN(C)P(=O)(N(C)C)N(C)C
Net charge: 0
E, Eh: -3096.49691
Gap between HOMO and LUMO, eV: 6.581

Atomic partial charges in e from the Mulliken method, atoms 1 to 4:
1. P 0.77
2. P 0.86
3. P 0.90
4. O -0.82


A molecular structure, C4H6O4PTb in a non-equilibrium geometry, computed with ωB97M-V with the def2-TZVPD basis set.

Geometry (Å):
Tb: -3.4473 2.0315 1.3831
P: 0.7386 0.9158 1.5029
O: 0.7422 -0.0050 -1.3399
O: 1.9672 -1.6045 1.9026
O: 0.5873 -2.0147 -2.5962
O: 0.7004 -0.7990 3.7211
C: 1.2322 -0.6897 2.4419
C: 0.9029 -0.8037 -2.5291
C: -0.6436 0.2873 -1.0589
C: -0.8231 0.4206 0.5447
H: 1.3881 -0.2962 -3.4392
H: -0.9540 1.2994 -1.5197
H: 1.8337 1.2532 0.6371
H: -1.3529 -0.5590 -1.4092
H: -1.6708 1.1801 0.8414
H: -1.2009 -0.6160 0.9175

Calculated values
LUMO energy (spin up / spin down), eV: -10.1 / -11.0
HOMO (spin up / spin down), eV: -16.2246 / -16.0497
Net charge: +2
⟨S²⟩: 12.601
Multiplicity: 7
E, Eh: -1621.75109
Gap between HOMO and LUMO (spin up / spin down), eV: 6.139 / 5.077

Atomic partial charges in e from the Mulliken method, atoms 1 to 4:
1. Tb 2.31
2. P 0.03
3. O -0.23
4. O -0.17


36 unconnected molecules or ions with the total composition H72O36 in a non-equilibrium geometry, computed with ωB97M-V with the def2-TZVPD basis set.

Geometry (Å):
O: 11.4565 12.5350 13.5470
O: 12.3556 7.0757 10.3476
O: 8.1071 12.4245 9.9509
O: 10.4459 7.7683 8.4501
O: 11.6347 5.3108 14.8939
O: 8.3219 6.4576 15.2532
O: 14.4569 10.3049 13.6594
O: 13.6099 9.8223 9.3862
O: 11.7805 9.3815 13.0953
O: 4.0656 9.9906 11.0349
O: 5.7976 7.6591 14.1236
O: 10.2438 10.7966 8.6675
O: 11.0381 6.7795 18.5690
O: 11.4519 15.9647 12.8626
O: 9.6923 9.0039 15.7728
O: 10.0903 14.8062 14.8200
O: 7.8199 10.5802 14.4730
O: 12.6233 7.7820 15.4202
O: 11.7272 14.6781 17.4701
O: 10.8953 6.6817 12.6648
O: 10.5039 12.0109 18.3037
O: 15.1099 11.9280 11.5421
O: 13.3687 7.4778 7.3621
O: 9.2392 10.4068 12.0083
O: 9.6346 9.3116 18.5566
O: 8.7289 7.8055 11.0579
O: 13.9372 14.0951 13.4119
O: 12.5131 17.2097 10.0604
O: 10.3226 14.1023 11.0789
O: 12.2079 10.9971 15.9572
O: 5.7606 7.5986 11.1952
O: 12.5363 12.7812 10.7446
O: 14.2493 13.3102 16.1500
O: 8.2529 12.4714 16.4818
O: 9.7004 4.8721 17.1088
O: 5.8525 11.4423 9.1582
H: 11.2000 7.6716 12.7469
H: 10.8398 15.9369 13.5932
H: 10.7316 14.2292 14.3348
H: 9.9525 6.7093 12.5759
H: 11.2444 11.9657 17.6630
H: 5.3016 11.0762 9.8559
H: 8.8270 5.8989 15.8617
H: 9.4305 4.1853 17.6960
H: 11.8627 11.2141 15.0518
H: 10.4451 8.7665 15.2177
H: 12.3504 16.3315 9.6370
H: 14.5674 11.0163 14.3432
H: 5.4347 11.1717 8.3127
H: 12.4662 11.9452 10.2545
H: 13.8456 12.4747 16.3021
H: 11.8328 6.7646 11.1619
H: 13.4015 17.4169 9.8366
H: 9.1509 9.4600 11.6945
H: 11.2983 7.5256 8.9240
H: 8.9696 7.6524 10.0883
H: 5.9323 6.6628 11.1765
H: 14.1043 13.7478 14.3149
H: 9.7248 9.0827 17.6129
H: 7.2292 12.0591 9.6339
H: 9.2880 14.4484 14.5812
H: 9.1095 9.5930 15.2531
H: 9.4249 13.9094 10.7837
H: 8.6946 9.5706 18.5895
H: 10.1868 5.5296 17.7346
H: 14.4020 10.1026 9.8600
H: 8.6102 10.9231 11.4572
H: 13.1300 6.5342 10.2871
H: 12.2547 12.7977 13.0761
H: 7.7282 7.6402 11.1599
H: 3.2683 9.5276 10.7684
H: 11.3699 16.7883 12.3373
H: 10.6580 7.5523 7.5339
H: 6.0839 8.5296 14.5036
H: 13.7472 15.0012 13.6070
H: 5.8235 7.8602 12.1397
H: 12.2999 10.0292 16.0645
H: 8.9111 7.2578 15.3624
H: 13.4569 7.8956 14.9153
H: 14.0659 6.9967 6.9440
H: 10.8840 4.9795 15.3695
H: 11.1950 10.9448 8.4417
H: 8.7799 12.0444 9.2974
H: 13.7990 8.2888 7.6167
H: 8.1428 10.6847 13.5788
H: 10.4813 7.5269 18.7627
H: 11.6549 13.1918 10.7549
H: 7.6842 13.2425 16.4195
H: 14.7691 10.8197 12.8418
H: 11.2804 9.9751 12.4876
H: 10.0324 11.1759 18.1751
H: 6.5659 7.0870 14.3824
H: 10.3806 14.9152 11.6020
H: 8.8884 12.6519 17.1523
H: 11.1053 14.9871 16.7546
H: 12.6679 9.6885 13.2439
H: 15.1789 12.7799 12.0492
H: 4.7619 9.3404 11.0419
H: 11.2163 13.9652 17.7991
H: 10.0691 9.8474 8.5931
H: 13.5646 13.8536 16.5426
H: 10.8183 12.2678 12.8604
H: 11.7408 7.1187 17.9766
H: 11.3377 5.7355 14.0723
H: 13.2024 9.0963 9.9176
H: 7.7700 11.3702 15.0178
H: 12.4061 6.8216 15.4125
H: 14.4585 12.1772 10.8632

Calculated values
LUMO energy, eV: 0.0
HOMO, eV: -10.9830
Net charge: 0
E, Eh: -2752.02502
Energy relative to the best compared isomer or geometry (same formula, charge and spin), kcal/mol: 2.98
Gap between HOMO and LUMO, eV: 10.940

Atomic partial charges in e from the Mulliken method, atoms 1 to 4:
1. O 0.39
2. O -0.56
3. O -0.75
4. O -0.66


A molecular structure, C2H8N3S2 in a non-equilibrium geometry, computed with ωB97M-V with the def2-TZVPD basis set.

Geometry (Å):
S: -1.4686 -0.4011 1.0428
S: 1.8126 -1.1337 1.0328
N: -0.0461 -0.3111 -1.2925
N: 0.8996 1.3950 1.5582
N: 0.7207 0.6162 -0.6025
C: 0.7191 0.2980 0.8035
C: -1.5139 -0.5707 -0.7791
H: -1.6888 -1.6895 -1.2011
H: -2.2509 0.2204 -0.9870
H: 0.4213 -1.2014 -1.1658
H: 0.1574 2.0321 1.3829
H: 1.0200 1.2883 2.5331
H: 0.7024 -2.0008 0.8460
H: 0.5500 1.6388 -0.8373
H: -0.0347 -0.1804 -2.3340

Calculated values
LUMO energy, eV: -4.2
HOMO, eV: -12.9908
Net charge: +1
E, Eh: -1041.29562
Energy relative to the best compared isomer or geometry (same formula, charge and spin), kcal/mol: 76.30
Gap between HOMO and LUMO, eV: 8.771

Atomic partial charges in e from the Mulliken method, atoms 1 to 4:
1. S -0.08
2. S -0.13
3. N -0.11
4. N -0.52


A single C3H6N2OS molecule in a non-equilibrium geometry, computed with ωB97M-V with the def2-TZVPD basis set.

Geometry (Å):
S: -1.0710 1.3137 -0.0370
O: 1.1436 1.9805 -0.0245
N: -1.8402 -0.3046 0.0631
N: 0.9530 -0.3768 -0.2569
C: 2.4356 -0.5144 0.0720
C: -3.0796 -0.2169 -0.0635
C: 0.5301 0.9301 -0.0629
H: 0.2022 -1.1466 -0.5869
H: -3.5807 0.9142 -0.0411
H: 2.5596 0.6910 0.2683
H: 2.5185 -1.0874 1.0966
H: 2.9590 -1.0452 -0.6718
H: -3.7301 -1.1376 0.2446

Calculated values
LUMO energy, eV: 0.7
HOMO, eV: -9.3846
SMILES: C=NSC(=O)NC
Net charge: 0
E, Eh: -700.75333
Energy relative to the best compared isomer or geometry (same formula, charge and spin), kcal/mol: 85.26
Gap between HOMO and LUMO, eV: 10.124

Atomic partial charges in e from the Mulliken method, atoms 1 to 4:
1. S -0.07
2. O -0.59
3. N -0.31
4. N -0.26


A molecular structure, C6H8, computed with ωB97M-V with the def2-TZVPD basis set.

Geometry (Å):
C: 0.1362 1.1092 -1.7308
C: 0.0658 0.6136 1.2865
C: 1.1799 0.1510 0.3959
C: -0.9328 1.1422 -1.0867
C: -0.9629 -1.2347 -0.1770
C: -0.2933 0.1162 -0.0684
H: -0.2320 -0.0201 2.1145
H: -0.9617 -1.6131 -1.2061
H: 1.8704 0.9150 0.0387
H: 1.6520 -0.8075 0.5867
H: -0.0219 1.6795 1.4613
H: -0.4482 -1.9630 0.4579
H: 1.0640 1.0371 -2.2567
H: -2.0005 -1.1354 0.1573

Calculated values
LUMO energy, eV: 1.0
HOMO, eV: -8.9777
Net charge: 0
E, Eh: -233.23174
Energy relative to the best compared isomer or geometry (same formula, charge and spin), kcal/mol: 97.43
Gap between HOMO and LUMO, eV: 9.989

Atomic partial charges in e from the Mulliken method, atoms 1 to 4:
1. C 0.00
2. C -0.57
3. C -1.00
4. C -1.04